ORCA calculation (ωB97M-V/def2-TZVPD) on C44H66MnO33 as an isolated structure at a distorted geometry.

The highest occupied orbital energy is -13.897 eV. As for the total charge: +2. The spin multiplicity is 6. The strongest force on any atom comes out at 0.1204 Eh/bohr.

Structure (XYZ):
```
144
C44H66MnO33 ωB97M-V/def2-TZVPD
Mn 16.84166 3.47040 -24.91369
C 18.22794 9.05493 -28.51255
C 18.92885 7.80197 -27.82844
C 19.99127 7.11444 -28.68284
O 21.11118 7.88044 -28.28862
C 20.91213 8.42129 -27.04965
O 21.72794 9.11614 -26.40180
O 19.63948 8.09799 -26.68999
H 17.89063 8.88314 -29.53471
H 18.79936 9.98309 -28.50217
H 17.36952 9.41661 -27.94649
H 18.14823 7.07944 -27.59038
H 19.87358 7.19029 -29.76381
H 20.27721 6.09058 -28.44188
C 18.94772 4.36962 -31.30554
C 17.74730 3.73267 -30.52331
C 17.89399 2.26492 -30.33783
O 17.54542 2.14848 -28.97982
C 17.41956 3.31430 -28.36407
O 17.26346 3.51476 -27.10979
O 17.67987 4.28142 -29.22325
H 19.85516 4.44573 -30.70649
H 18.57909 5.38152 -31.47370
H 19.15630 3.89500 -32.26436
H 16.77474 4.01097 -30.92924
H 18.94803 2.01081 -30.44981
H 17.30129 1.75157 -31.09498
C 15.90587 9.25551 -21.58505
C 17.29474 9.53387 -22.24330
C 17.84781 8.49647 -23.27045
O 17.62029 9.14429 -24.49754
C 17.45962 10.49125 -24.30263
O 17.36691 11.29079 -25.23937
O 17.14639 10.74109 -23.00785
H 15.79779 10.06620 -20.86448
H 15.91150 8.34468 -20.98634
H 15.05844 9.18035 -22.26645
H 18.08387 9.69377 -21.50858
H 17.20305 7.61767 -23.26012
H 18.88501 8.23002 -23.06716
C 19.31797 -2.27656 -23.73540
C 19.83909 -0.82735 -23.65973
C 21.07668 -0.43961 -24.49864
O 20.78325 0.84969 -24.80407
C 19.45391 1.14435 -24.81518
O 18.85137 2.15419 -25.17929
O 18.91307 0.05535 -24.35405
H 20.00456 -3.00134 -23.29791
H 19.05680 -2.55323 -24.75685
H 18.41391 -2.26590 -23.12659
H 19.89084 -0.48872 -22.62496
H 21.08063 -1.00170 -25.43253
H 21.98935 -0.62899 -23.93359
C 13.05415 8.62425 -25.01301
C 13.67294 7.84623 -26.20735
C 14.84389 8.54888 -26.83938
O 15.93220 7.63010 -26.80863
C 15.55377 6.56783 -26.01200
O 16.32281 5.66516 -25.65506
O 14.28764 6.65003 -25.71102
H 13.88158 8.83809 -24.33646
H 12.28030 7.99742 -24.56990
H 12.69312 9.54192 -25.47739
H 12.92214 7.61377 -26.96257
H 15.07981 9.43968 -26.25722
H 14.58607 8.85523 -27.85317
C 22.50624 3.67623 -19.04798
C 22.22182 3.20798 -20.46206
C 21.84502 1.72407 -20.59048
O 20.61793 1.72540 -21.18805
C 20.21893 3.00575 -21.46254
O 19.13081 3.25760 -22.01459
O 21.08037 3.86654 -20.94895
H 22.67725 4.75207 -19.01029
H 23.49789 3.35460 -18.72970
H 21.73866 3.47925 -18.29958
H 23.02749 3.46990 -21.14793
H 21.88524 1.24641 -19.61154
H 22.54996 1.19169 -21.22903
C 13.57567 4.41818 -19.34540
C 13.61952 4.92318 -20.79991
C 14.08990 6.37489 -20.94552
O 15.08026 6.24141 -21.90073
C 15.20763 4.96580 -22.30570
O 16.02284 4.57883 -23.14078
O 14.58534 4.17476 -21.48519
H 14.34374 4.83123 -18.69151
H 13.59058 3.32859 -19.31929
H 12.59204 4.58027 -18.90460
H 12.63396 4.87806 -21.26331
H 14.46035 6.84743 -20.03581
H 13.30463 6.99589 -21.37657
C 15.87366 0.80491 -18.95817
C 16.86627 0.74333 -20.09051
C 16.82129 -0.48975 -21.00941
O 16.93940 0.07950 -22.31703
C 16.74758 1.30670 -22.33200
O 16.61847 2.07798 -23.27093
O 16.50516 1.73581 -21.03824
H 14.86365 0.69646 -19.35342
H 15.76038 1.79425 -18.51493
H 16.01159 -0.01502 -18.25334
H 17.91723 0.85773 -19.82500
H 15.83665 -0.94205 -20.89111
H 17.58842 -1.22744 -20.77398
C 22.18584 6.13605 -22.66534
C 21.47158 6.52397 -23.95938
C 21.81532 5.70850 -25.22157
O 20.60886 5.11230 -25.49576
C 19.70010 5.28876 -24.52136
O 18.60228 4.66491 -24.49561
O 20.14652 6.12178 -23.65337
H 21.62524 6.39125 -21.76607
H 23.19158 6.53320 -22.52796
H 22.46201 5.08674 -22.76914
H 21.50391 7.59260 -24.17167
H 22.61434 4.99619 -25.01595
H 22.08895 6.25805 -26.12225
C 15.94830 -1.76579 -28.98598
C 15.44807 -1.44608 -27.53439
C 16.39735 -2.01442 -26.44759
O 16.72428 -0.85563 -25.67277
C 16.24184 0.24126 -26.23646
O 16.25593 1.38047 -25.80408
O 15.54725 -0.05472 -27.41553
H 16.82149 -1.11946 -29.07482
H 15.20159 -1.53835 -29.74677
H 16.24709 -2.81324 -29.02667
H 14.41170 -1.76473 -27.42255
H 17.31560 -2.43022 -26.86235
H 15.90858 -2.85075 -25.94785
C 10.68974 5.46470 -23.96435
C 11.26904 4.03560 -24.24628
C 11.20968 3.73123 -25.70792
O 12.50386 3.32759 -26.07590
C 13.30505 3.48000 -25.09613
O 14.54618 3.39762 -25.14922
O 12.61956 4.01596 -23.97692
H 10.84877 5.80486 -22.94106
H 9.62902 5.42938 -24.21279
H 11.22571 6.13796 -24.63334
H 10.80167 3.33740 -23.55189
H 10.99673 4.60961 -26.31718
H 10.44441 2.99522 -25.95440
```